Here is a 5-piece molecular cluster, C27H43Cl8F9N5OS2 overall in a non-equilibrium geometry from the Open Molecules 2025 dataset. Energies are from ωB97M-V/def2-TZVPD.

E_HOMO, eV: -10.793
E_LUMO, eV: -4.69
Max |F|, eV/A: 10.009

Structure (ORCA input):
```
! RIJCOSX wB97M-V def2-TZVPD def2/J DEFGRID3
* xyz 1 1
C -3.824 4.619 -0.293
C -2.886 3.694 -0.814
N -1.909 2.817 -1.551
C -2.389 1.416 -1.783
C -2.706 0.522 -0.450
N -4.060 0.852 0.212
C -3.867 1.482 1.574
C -5.311 2.209 2.003
C -4.957 -0.365 0.267
C -5.650 -1.067 -1.084
O -5.311 -0.961 1.439
C -0.494 2.919 -1.043
N 0.573 3.372 -2.009
C 1.546 2.287 -2.395
C 0.938 1.087 -3.329
C 0.959 -0.344 -2.483
S 1.556 -1.785 -3.586
C 3.014 -2.555 -2.637
S 2.651 -3.794 -1.484
N 4.463 -2.157 -2.812
C 4.829 -0.912 -2.033
C 5.334 -1.178 -0.496
C 4.784 -1.931 -4.279
C 4.358 -3.223 -5.201
N -0.209 2.669 0.305
C 1.160 2.791 0.934
C 1.898 1.371 1.286
C 1.147 0.466 2.436
F -0.151 1.004 2.903
F 2.059 0.493 3.641
C 1.093 -1.123 1.973
F 0.497 -1.326 0.616
F 2.527 -1.601 1.985
C 0.266 -2.097 3.000
F 0.083 -1.560 4.368
F 1.088 -3.357 3.137
C -1.202 -2.595 2.424
F -1.097 -3.679 1.397
F -1.896 -3.237 3.602
F -2.091 -1.477 2.000
H -4.507 5.556 -0.008
H -3.421 1.502 -2.378
H -1.696 0.753 -2.479
H -2.841 -0.602 -0.831
H -1.823 0.469 0.334
H -3.068 2.339 1.617
H -3.521 0.682 2.390
H -5.883 1.583 2.825
H -5.106 3.272 2.500
H -5.970 2.353 1.045
H -5.284 -0.585 -2.085
H -5.371 -2.224 -0.997
H -6.840 -1.041 -0.993
H 0.146 3.856 -2.836
H 2.115 1.798 -1.490
H 2.393 2.818 -3.049
H -0.089 1.318 -3.839
H 1.711 0.920 -4.224
H 1.692 -0.338 -1.570
H -0.091 -0.667 -2.081
H 5.740 -0.394 -2.602
H 3.969 -0.107 -2.000
H 4.396 -1.359 0.181
H 6.060 -2.086 -0.362
H 5.866 -0.187 -0.096
H 5.971 -1.849 -4.354
H 4.287 -0.927 -4.621
H 4.218 -4.218 -4.561
H 3.277 -2.972 -5.641
H 5.065 -3.391 -6.142
H -1.002 2.395 0.928
H 1.881 3.464 0.283
H 1.017 3.365 1.957
H 2.086 0.665 0.370
H 2.982 1.655 1.699
C -7.479 1.434 5.404
Cl -7.524 2.605 4.080
Cl -6.156 1.789 6.521
H -8.425 1.476 5.948
H -7.335 0.434 4.989
C -1.181 -6.942 1.686
Cl -1.664 -8.166 2.867
Cl 0.455 -7.244 1.090
H -1.877 -6.966 0.844
H -1.211 -5.958 2.162
C 4.322 4.737 -5.210
Cl 2.724 4.494 -5.927
Cl 5.043 3.197 -4.727
H 4.971 5.220 -5.944
H 4.222 5.375 -4.329
C 3.117 -1.390 6.254
Cl 3.084 -0.250 7.605
Cl 4.118 -2.797 6.632
H 2.097 -1.724 6.046
H 3.527 -0.887 5.375
*
```

=====

Here is C27H44BF4N2OPtSSi as an isolated structure in a non-equilibrium geometry from the Open Molecules 2025 dataset. Energies are from ωB97M-V/def2-TZVPD.

E_HOMO, eV: -16.053
E_LUMO, eV: -9.66
Relative energy (zero: lowest compared OMol25 entry of this formula, charge and spin), eV: 3.001
Max |F|, eV/A: 1.179

Structure (ORCA input):
```
! RIJCOSX wB97M-V def2-TZVPD def2/J DEFGRID3
* xyz 3 1
Pt -0.483 -1.064 1.216
C 0.397 -3.237 4.956
C 0.310 -2.129 3.886
N -0.246 -2.663 2.613
C 0.520 -3.881 2.227
C 0.320 -5.009 3.258
N -0.364 -4.425 4.455
C -1.754 -4.017 4.087
C -1.663 -3.090 2.862
H -0.054 -2.927 5.896
H 1.419 -3.559 5.149
H 1.298 -1.724 3.687
H -0.330 -1.312 4.217
H 1.567 -3.608 2.171
H 0.174 -4.190 1.246
H 1.267 -5.431 3.589
H -0.311 -5.812 2.881
H -0.408 -5.129 5.195
H -2.196 -3.532 4.956
H -2.321 -4.919 3.862
H -2.268 -2.200 3.035
H -2.023 -3.575 1.961
O -1.032 0.635 0.270
S -2.603 0.867 0.332
C -2.727 2.569 0.767
C -3.598 2.882 1.801
C -3.776 4.217 2.141
C -3.077 5.200 1.460
C -2.200 4.869 0.429
C -2.025 3.548 0.067
C -3.156 0.862 -1.351
C -4.532 0.804 -1.526
C -5.037 0.832 -2.817
C -4.172 0.911 -3.899
C -2.797 0.967 -3.702
C -2.277 0.939 -2.419
H -4.137 2.103 2.325
H -4.459 4.485 2.934
H -3.218 6.239 1.726
H -1.672 5.650 -0.101
H -1.371 3.279 -0.753
H -5.202 0.738 -0.678
H -6.105 0.790 -2.975
H -4.572 0.927 -4.904
H -2.135 1.041 -4.554
H -1.212 0.989 -2.240
F -1.292 -1.777 -1.454
B -2.028 -2.731 -0.718
F -3.050 -3.274 -1.391
F -1.115 -3.694 -0.230
F -2.487 -1.996 0.478
C 3.067 -1.347 1.569
Si 1.622 -0.437 0.833
C 1.855 -1.759 -2.942
C 3.240 -1.362 -3.146
C 1.546 -2.978 -2.208
C 0.785 -1.057 -3.632
C 2.129 1.261 0.260
C 3.656 1.380 0.149
C 1.480 1.833 -0.999
C 1.640 2.006 1.536
H 3.985 -1.168 1.009
H 2.957 -2.418 1.699
H 3.213 -0.888 2.555
H 3.946 -1.759 -2.423
H 3.371 -0.301 -3.350
H 3.463 -1.862 -4.112
H 2.348 -3.315 -1.556
H 1.446 -3.741 -3.001
H 0.562 -2.954 -1.735
H 1.102 -0.173 -4.175
H -0.034 -0.866 -2.926
H 0.318 -1.781 -4.317
H 4.062 0.747 -0.643
H 4.170 1.149 1.081
H 3.913 2.411 -0.102
H 1.918 1.387 -1.895
H 1.681 2.905 -1.052
H 0.406 1.689 -1.007
H 2.082 1.614 2.459
H 0.555 2.024 1.620
H 1.991 3.039 1.459
*
```

=====

Here is a 3-piece molecular cluster, C27H44BrN3O7 overall in a non-equilibrium geometry from the Open Molecules 2025 dataset. Energies are from ωB97M-V/def2-TZVPD.

E_HOMO, eV: -9.056
E_LUMO, eV: -1.20
SMILES string: [H]/N=C\Cc1c(Br)c(N(C)C(C)=O)c(O)c2c1C(=O)N(CCCCCOC)C2=O.CCOCC.CCOCC
Max |F|, eV/A: 5.031

Structure (ORCA input):
```
! RIJCOSX wB97M-V def2-TZVPD def2/J DEFGRID3
* xyz 0 1
H -2.364 2.363 6.731
N -3.056 1.839 6.168
C -2.586 0.668 5.808
C -1.082 0.217 6.222
C -0.132 0.766 5.040
C 0.725 2.063 5.168
Br 0.672 3.103 6.879
C 1.620 2.629 4.003
N 2.328 3.881 4.293
C 3.749 3.867 3.844
C 1.592 5.076 3.836
C 1.560 6.316 4.872
O 0.980 5.146 2.734
C 1.635 1.847 2.670
O 2.383 2.311 1.560
C 0.808 0.555 2.541
C -0.068 0.014 3.697
C -0.794 -1.297 3.168
O -1.487 -2.090 3.843
N -0.476 -1.270 1.748
C -0.903 -2.422 0.903
C -1.287 -2.033 -0.612
C -1.979 -0.595 -0.785
C -0.999 0.340 -1.664
C -1.845 1.210 -2.713
O -2.027 2.557 -2.225
C -3.033 3.223 -3.025
C 0.649 -0.463 1.300
O 1.357 -0.528 0.273
H -3.265 -0.034 5.204
H -0.959 -0.924 6.225
H -0.760 0.703 7.203
H 4.277 2.872 4.075
H 3.845 4.054 2.709
H 4.396 4.684 4.344
H 2.444 6.241 5.614
H 1.661 7.324 4.354
H 0.609 6.301 5.523
H 3.084 1.659 1.310
H -0.108 -3.262 0.920
H -1.849 -2.892 1.372
H -0.324 -2.152 -1.239
H -1.998 -2.847 -1.022
H -2.139 -0.033 0.210
H -3.026 -0.659 -1.263
H -0.350 1.027 -1.000
H -0.240 -0.268 -2.289
H -2.819 0.658 -2.952
H -1.228 1.261 -3.687
H -3.228 4.251 -2.576
H -2.685 3.342 -4.115
H -3.990 2.582 -2.984
C -3.965 -1.363 -7.225
C -3.236 -1.327 -5.893
O -4.106 -1.377 -4.769
C -4.917 -2.538 -4.646
C -4.118 -3.822 -4.506
H -4.728 -0.581 -7.268
H -3.262 -1.217 -8.048
H -4.469 -2.319 -7.381
H -2.690 -0.382 -5.818
H -2.488 -2.124 -5.831
H -5.620 -2.599 -5.482
H -5.518 -2.398 -3.744
H -3.556 -4.047 -5.415
H -4.784 -4.665 -4.307
H -3.398 -3.739 -3.688
C 6.687 -2.413 -0.656
C 5.869 -1.987 -1.863
O 5.032 -3.016 -2.372
C 4.040 -3.519 -1.486
C 3.041 -2.468 -1.035
H 7.252 -3.323 -0.875
H 7.387 -1.624 -0.372
H 6.051 -2.624 0.207
H 6.552 -1.719 -2.673
H 5.280 -1.091 -1.643
H 4.511 -4.011 -0.629
H 3.506 -4.298 -2.036
H 3.514 -1.704 -0.415
H 2.244 -2.927 -0.446
H 2.599 -1.962 -1.896
*
```